No. 1
{"formula": "C23H34F3O4PS", "method": "the ωB97M-V functional and the def2-TZVPD basis", "energy_ev": -60866.6301, "orbital_gap_ev": 9.787, "lumo_energy_ev": 0.5, "spin_multiplicity": 1, "symbols": ["C", "C", "C", "C", "C", "C", "C", "C", "O", "S", "O", "O", "C", "C", "C", "C", "C", "C", "C", "C", "C", "C", "P", "O", "C", "C", "C", "C", "F", "C", "F", "F", "H", "H", "H", "H", "H", "H", "H", "H", "H", "H", "H", "H", "H", "H", "H", "H", "H", "H", "H", "H", "H", "H", "H", "H", "H", "H", "H", "H", "H", "H", "H", "H", "H", "H"], "xyz": [[-3.143, -3.808, 0.334], [-4.304, -3.335, -0.591], [-4.802, -1.907, -0.235], [-4.359, -0.850, -1.272], [-2.839, -0.536, -1.168], [-2.537, 0.955, -0.827], [-1.371, 1.062, 0.214], [-0.347, 2.065, -0.329], [0.184, 1.460, -1.518], [0.728, 2.473, -2.673], [0.295, 3.815, -2.379], [2.350, 2.489, -2.407], [2.853, 2.361, -1.077], [3.496, 0.953, -0.784], [2.783, -0.293, -1.282], [2.283, -0.467, -2.556], [1.664, -1.602, -2.991], [1.523, -2.665, -2.135], [2.048, -2.535, -0.876], [2.674, -1.396, -0.427], [3.224, -1.465, 0.987], [2.034, 3.033, 0.072], [3.235, 3.469, 1.414], [2.489, 4.114, 2.525], [0.817, 2.319, 0.676], [1.148, 1.110, 1.576], [0.514, 1.201, 2.999], [-0.629, 0.254, 3.223], [-1.832, 0.822, 3.492], [-0.605, -1.070, 3.137], [0.467, -1.832, 3.258], [-1.727, -1.756, 2.953], [-3.365, -4.773, 0.793], [-2.965, -3.083, 1.130], [-2.232, -3.877, -0.267], [-3.961, -3.312, -1.629], [-5.160, -4.005, -0.491], [-5.895, -1.885, -0.162], [-4.423, -1.557, 0.733], [-4.631, -1.251, -2.256], [-4.946, 0.067, -1.148], [-2.415, -1.224, -0.429], [-2.397, -0.810, -2.132], [-2.253, 1.407, -1.779], [-3.470, 1.368, -0.442], [-0.957, 0.058, 0.291], [-1.829, 1.422, 1.136], [-0.916, 2.985, -0.479], [3.757, 2.993, -1.109], [4.464, 0.970, -1.304], [3.761, 0.892, 0.266], [2.374, 0.337, -3.278], [1.273, -1.669, -4.000], [1.013, -3.570, -2.445], [1.959, -3.381, -0.197], [3.586, -2.489, 1.137], [2.486, -1.290, 1.771], [4.103, -0.837, 1.149], [1.697, 4.024, -0.261], [3.864, 2.307, 1.923], [4.208, 4.355, 0.892], [0.375, 3.049, 1.369], [0.888, 0.154, 1.119], [2.218, 1.032, 1.777], [0.191, 2.213, 3.251], [1.283, 0.941, 3.738]], "nbo_charge": [-0.62, -0.41, -0.39, -0.39, -0.41, -0.39, -0.43, 0.10, -0.73, 1.78, -0.94, -0.72, 0.11, -0.48, 0.05, -0.24, -0.20, -0.21, -0.21, -0.04, -0.64, -0.58, 1.52, -1.11, -0.26, -0.42, -0.47, 0.24, -0.32, 0.65, -0.30, -0.30, 0.21, 0.21, 0.20, 0.20, 0.21, 0.20, 0.19, 0.19, 0.20, 0.19, 0.21, 0.21, 0.20, 0.21, 0.23, 0.22, 0.19, 0.23, 0.22, 0.22, 0.21, 0.22, 0.21, 0.23, 0.22, 0.21, 0.28, -0.08, -0.06, 0.24, 0.23, 0.21, 0.25, 0.24]}

No. 2
{"formula": "C23H34F6N3O4PtSbSi", "method": "the ωB97M-V functional and the def2-TZVPD basis", "s2": 0.756, "e_above_lowest_ev": 1.012, "energy_ev": -71004.8239, "orbital_gap_ev": [5.178, 5.127], "lumo_energy_ev": [-12.3, -12.4], "total_charge": 3, "spin_multiplicity": 2, "symbols": ["Pt", "C", "N", "C", "C", "O", "C", "O", "C", "C", "O", "N", "C", "C", "H", "H", "H", "H", "H", "H", "H", "H", "H", "H", "H", "H", "H", "H", "H", "H", "C", "Si", "C", "C", "N", "C", "C", "C", "C", "C", "C", "O", "C", "C", "C", "C", "C", "C", "H", "H", "H", "H", "H", "H", "H", "H", "H", "H", "H", "H", "H", "H", "H", "H", "H", "H", "F", "Sb", "F", "F", "F", "F", "F"], "xyz": [[0.060, 0.065, -0.549], [4.737, -2.161, -1.559], [3.409, -1.697, -2.008], [3.305, -1.311, -3.422], [2.454, -1.513, -1.159], [1.285, -1.098, -1.564], [2.675, -1.818, 0.303], [1.423, -1.751, 0.944], [1.441, -1.260, 2.260], [0.108, -0.579, 2.509], [-0.575, -0.110, 1.529], [-0.340, -0.450, 3.731], [-1.627, 0.192, 4.015], [0.411, -0.807, 4.946], [5.380, -2.216, -2.431], [4.671, -3.152, -1.115], [5.163, -1.449, -0.853], [3.985, -0.479, -3.598], [2.293, -1.008, -3.659], [3.598, -2.162, -4.033], [3.377, -1.075, 0.695], [3.116, -2.813, 0.411], [2.235, -0.517, 2.408], [1.587, -2.081, 2.960], [-2.207, 0.298, 3.105], [-1.457, 1.170, 4.468], [-2.170, -0.428, 4.725], [1.361, -1.276, 4.724], [-0.192, -1.484, 5.548], [0.600, 0.104, 5.513], [-0.646, -1.889, -3.679], [-1.649, -2.442, -2.224], [-0.895, -3.683, -1.086], [-3.369, -2.792, -2.807], [-1.640, -0.845, -1.067], [-2.674, -0.271, -0.542], [-4.001, -0.875, -0.434], [-5.019, -0.179, 0.098], [-4.830, 1.182, 0.525], [-3.607, 1.824, 0.502], [-2.536, 1.123, -0.014], [-1.342, 1.642, -0.245], [-0.989, 3.016, 0.175], [-0.789, 3.256, 1.516], [-0.418, 4.550, 1.858], [-0.267, 5.520, 0.875], [-0.477, 5.216, -0.462], [-0.842, 3.929, -0.840], [-1.100, -2.347, -4.561], [0.384, -2.227, -3.617], [-0.654, -0.810, -3.844], [-0.751, -4.615, -1.640], [-1.533, -3.912, -0.230], [0.078, -3.356, -0.719], [-3.220, -3.499, -3.631], [-3.848, -1.914, -3.249], [-4.059, -3.280, -2.120], [-4.120, -1.904, -0.730], [-5.996, -0.628, 0.214], [-5.695, 1.731, 0.881], [-3.493, 2.849, 0.826], [-0.899, 2.476, 2.257], [-0.241, 4.796, 2.896], [0.024, 6.523, 1.155], [-0.347, 5.975, -1.222], [-0.992, 3.663, -1.878], [1.634, 1.049, 0.157], [3.354, 2.296, -0.289], [3.447, 1.112, -1.752], [2.073, 3.265, -1.241], [2.800, 3.097, 1.297], [4.844, 3.301, -0.665], [4.190, 0.940, 0.716]], "lowdin_spin": [0.66, 0.00, 0.00, 0.00, 0.01, 0.10, 0.00, 0.00, 0.00, 0.01, 0.18, 0.00, 0.00, 0.00, 0.00, 0.00, 0.00, 0.00, 0.00, 0.00, 0.00, 0.00, 0.00, 0.00, 0.00, 0.00, 0.00, 0.00, 0.00, 0.00, 0.00, 0.00, 0.00, 0.00, 0.01, -0.01, 0.01, 0.00, 0.00, 0.00, 0.00, 0.01, 0.00, 0.00, 0.00, 0.00, 0.00, 0.00, 0.00, 0.00, 0.00, 0.00, 0.00, 0.00, 0.00, 0.00, 0.00, 0.00, 0.00, 0.00, 0.00, 0.00, 0.00, 0.00, 0.00, 0.00, 0.00, 0.00, 0.00, 0.00, 0.00, 0.00, 0.00]}

No. 3
{"formula": "C23H34N2O4", "method": "the ωB97M-V functional and the def2-TZVPD basis", "e_above_lowest_ev": 1.153, "energy_ev": -35573.7637, "orbital_gap_ev": 9.285, "lumo_energy_ev": 0.7, "smiles": "CCOCCCN1C(=O)CN(C2CCCCCC2)C(=O)[C@H]1c1ccc(OC)cc1", "spin_multiplicity": 1, "symbols": ["C", "C", "O", "C", "C", "C", "N", "C", "O", "C", "N", "C", "C", "C", "C", "C", "C", "C", "C", "O", "C", "C", "C", "C", "C", "O", "C", "C", "C", "H", "H", "H", "H", "H", "H", "H", "H", "H", "H", "H", "H", "H", "H", "H", "H", "H", "H", "H", "H", "H", "H", "H", "H", "H", "H", "H", "H", "H", "H", "H", "H", "H", "H"], "xyz": [[1.350, -3.088, 5.281], [1.632, -1.622, 4.959], [2.732, -1.435, 4.094], [2.535, -1.863, 2.764], [3.261, -0.893, 1.832], [2.553, 0.464, 1.795], [1.319, 0.413, 1.038], [0.122, 0.367, 1.647], [-0.047, 0.419, 2.850], [-1.042, 0.241, 0.665], [-0.743, -0.704, -0.385], [-1.741, -1.684, -0.795], [-3.030, -0.986, -1.239], [-3.750, -1.697, -2.389], [-3.780, -3.226, -2.297], [-3.968, -3.786, -0.885], [-2.647, -3.983, -0.142], [-1.985, -2.692, 0.333], [0.464, -0.685, -0.972], [0.810, -1.433, -1.866], [1.392, 0.398, -0.406], [1.045, 1.730, -1.048], [0.956, 1.804, -2.431], [0.644, 2.993, -3.066], [0.417, 4.142, -2.314], [0.103, 5.362, -2.826], [0.005, 5.502, -4.223], [0.512, 4.070, -0.924], [0.822, 2.880, -0.301], [0.559, -3.152, 6.023], [2.245, -3.562, 5.677], [1.035, -3.627, 4.390], [0.738, -1.147, 4.533], [1.910, -1.089, 5.872], [1.465, -1.881, 2.520], [2.936, -2.879, 2.630], [4.273, -0.752, 2.210], [3.316, -1.324, 0.831], [3.202, 1.224, 1.351], [2.298, 0.756, 2.816], [-1.919, -0.090, 1.219], [-1.250, 1.237, 0.249], [-1.282, -2.196, -1.646], [-3.705, -0.898, -0.385], [-2.790, 0.028, -1.568], [-3.270, -1.425, -3.331], [-4.773, -1.317, -2.425], [-4.593, -3.578, -2.935], [-2.856, -3.635, -2.709], [-4.450, -4.764, -0.965], [-4.634, -3.143, -0.309], [-1.954, -4.521, -0.793], [-2.825, -4.610, 0.735], [-2.608, -2.236, 1.107], [-1.024, -2.943, 0.788], [2.411, 0.125, -0.699], [1.131, 0.917, -3.021], [0.583, 3.010, -4.142], [-0.785, 4.868, -4.637], [-0.246, 6.547, -4.397], [0.954, 5.271, -4.718], [0.339, 4.967, -0.351], [0.892, 2.851, 0.777]], "nbo_charge": [-0.64, -0.06, -0.55, -0.06, -0.42, -0.23, -0.44, 0.69, -0.63, -0.32, -0.43, -0.05, -0.42, -0.39, -0.40, -0.41, -0.39, -0.40, 0.70, -0.63, -0.15, -0.09, -0.13, -0.32, 0.31, -0.49, -0.25, -0.25, -0.20, 0.21, 0.21, 0.20, 0.19, 0.18, 0.17, 0.17, 0.22, 0.20, 0.20, 0.25, 0.24, 0.23, 0.24, 0.20, 0.22, 0.21, 0.20, 0.21, 0.20, 0.21, 0.19, 0.20, 0.21, 0.19, 0.21, 0.24, 0.22, 0.22, 0.18, 0.20, 0.18, 0.23, 0.22]}

No. 4
{"formula": "C23H34N2O8", "method": "the ωB97M-V functional and the def2-TZVPD basis", "e_above_lowest_ev": 0.111, "energy_ev": -43766.0189, "orbital_gap_ev": 9.159, "lumo_energy_ev": 0.6, "smiles": "COC(=O)[C@@H](Cc1ccc(O)cc1)NC(=O)[C@@H](CC(=O)OC(C)(C)C)NC(=O)OC(C)(C)C", "spin_multiplicity": 1, "symbols": ["C", "O", "C", "O", "C", "C", "C", "C", "C", "C", "O", "C", "C", "N", "C", "O", "C", "C", "C", "O", "O", "C", "C", "C", "C", "N", "C", "O", "O", "C", "C", "C", "C", "H", "H", "H", "H", "H", "H", "H", "H", "H", "H", "H", "H", "H", "H", "H", "H", "H", "H", "H", "H", "H", "H", "H", "H", "H", "H", "H", "H", "H", "H", "H", "H", "H", "H"], "xyz": [[3.595, 3.709, 1.329], [2.660, 2.769, 0.818], [2.426, 2.829, -0.491], [2.930, 3.627, -1.234], [1.468, 1.726, -0.941], [2.293, 0.656, -1.690], [3.544, 0.310, -0.927], [4.734, 0.966, -1.213], [5.881, 0.707, -0.486], [5.856, -0.221, 0.548], [6.958, -0.507, 1.293], [4.670, -0.888, 0.837], [3.530, -0.623, 0.104], [0.754, 1.146, 0.167], [-0.518, 1.465, 0.451], [-1.179, 2.264, -0.181], [-1.101, 0.651, 1.623], [-2.263, 1.397, 2.272], [-3.305, 1.917, 1.282], [-3.779, 3.017, 1.355], [-3.681, 0.955, 0.443], [-4.632, 1.210, -0.627], [-6.015, 1.465, -0.030], [-4.620, -0.087, -1.439], [-4.170, 2.385, -1.484], [-1.533, -0.639, 1.120], [-0.656, -1.628, 0.837], [0.523, -1.582, 1.121], [-1.292, -2.640, 0.234], [-0.586, -3.854, -0.125], [-1.666, -4.733, -0.755], [0.512, -3.546, -1.143], [-0.009, -4.523, 1.121], [3.280, 4.726, 1.089], [3.620, 3.558, 2.405], [4.579, 3.529, 0.893], [0.727, 2.178, -1.610], [2.558, 1.055, -2.669], [1.666, -0.227, -1.825], [4.766, 1.695, -2.010], [6.801, 1.226, -0.721], [7.709, 0.012, 0.978], [4.661, -1.610, 1.638], [2.622, -1.156, 0.345], [1.233, 0.447, 0.720], [-0.313, 0.465, 2.362], [-2.772, 0.731, 2.972], [-1.885, 2.261, 2.818], [-6.737, 1.610, -0.830], [-5.994, 2.357, 0.590], [-6.328, 0.619, 0.578], [-3.630, -0.254, -1.857], [-4.879, -0.932, -0.805], [-5.339, -0.024, -2.250], [-4.742, 2.414, -2.407], [-4.304, 3.321, -0.950], [-3.113, 2.279, -1.714], [-2.451, -0.664, 0.697], [-2.464, -4.912, -0.039], [-2.089, -4.239, -1.626], [-1.241, -5.685, -1.057], [0.096, -3.003, -1.989], [0.948, -4.474, -1.502], [1.295, -2.946, -0.688], [-0.799, -4.707, 1.846], [0.744, -3.886, 1.577], [0.448, -5.470, 0.849]], "nbo_charge": [-0.26, -0.51, 0.81, -0.60, -0.16, -0.42, 0.02, -0.21, -0.30, 0.30, -0.66, -0.25, -0.24, -0.61, 0.68, -0.64, -0.13, -0.50, 0.84, -0.60, -0.57, 0.28, -0.64, -0.62, -0.65, -0.63, 0.91, -0.70, -0.53, 0.27, -0.61, -0.64, -0.64, 0.20, 0.20, 0.19, 0.26, 0.23, 0.22, 0.22, 0.21, 0.48, 0.22, 0.24, 0.44, 0.23, 0.24, 0.24, 0.21, 0.24, 0.21, 0.21, 0.21, 0.22, 0.21, 0.24, 0.24, 0.43, 0.22, 0.22, 0.21, 0.21, 0.22, 0.23, 0.21, 0.24, 0.21]}